Below is an isolated molecule of C20H21N3O4, with properties calculated with wB97M-V/def2-TZVPD.

```
! wB97M-V def2-TZVPD RIJCOSX def2/J DEFGRID3
* xyz 0 1
C -1.38621 -3.12963 -2.10904
C -1.36918 -2.43340 -0.75433
C -0.47040 -1.19171 -0.79789
C 1.00070 -1.57410 -1.07258
O 1.54258 -1.25054 -2.10959
N 1.58247 -2.28941 -0.10265
C 2.92258 -2.81692 -0.23079
C 2.92398 -4.30583 -0.10976
C 2.15209 -5.26225 -0.70178
C 2.59253 -6.50381 -0.18171
C 3.59585 -6.20863 0.68606
O 3.80065 -4.88125 0.73983
N -0.63155 -0.34418 0.38113
N -0.92104 0.90472 0.06887
C -1.13511 1.80583 0.98742
C -1.41824 3.16483 0.52575
C -0.99837 3.56096 -0.74254
C -1.23893 4.83630 -1.21287
C -1.91875 5.75490 -0.41656
O -2.20796 7.03262 -0.77034
C -1.80620 7.49113 -2.03965
C -2.35270 5.36044 0.85163
C -2.10539 4.08864 1.31529
C -1.07906 1.44977 2.36707
C -0.78592 0.17023 2.69139
C -0.51921 -0.81957 1.67599
O -0.20578 -1.98333 1.91578
H -1.99287 -4.03034 -2.06029
H -1.79949 -2.47437 -2.87226
H -0.37853 -3.40377 -2.41079
H -1.02039 -3.12301 0.01430
H -2.38191 -2.11863 -0.48924
H -0.77399 -0.55568 -1.63692
H 1.05311 -2.49875 0.74351
H 3.29196 -2.50046 -1.21290
H 3.57306 -2.40215 0.54673
H 1.37311 -5.10246 -1.41823
H 2.21262 -7.47491 -0.42388
H 4.21946 -6.82623 1.30099
H -0.46899 2.85023 -1.35712
H -0.89127 5.10513 -2.19767
H -2.14293 8.52481 -2.09880
H -0.71802 7.45843 -2.15240
H -2.27360 6.91196 -2.84210
H -2.88745 6.07775 1.45388
H -2.47307 3.80912 2.29078
H -1.24955 2.19237 3.13041
H -0.72021 -0.16994 3.71345
*
```

- Energy relative to the best compared isomer or geometry (same formula, charge and spin): 283.70 kJ/mol
- SMILES: CC[C@H](C(=O)NCc1ccco1)n1nc(-c2ccc(OC)cc2)ccc1=O

Below is a structure of composition C20H21N3O4, with properties calculated with wB97M-V/def2-TZVPD.

```
! wB97M-V def2-TZVPD RIJCOSX def2/J DEFGRID3
* xyz 0 1
C 2.43632 -1.84824 -2.18079
C 1.44001 -2.46540 -1.18241
C 1.91575 -3.40757 -0.29085
C 0.93892 -3.71404 0.72385
C -0.54609 -3.20046 0.73029
C -0.75822 -2.19052 -0.11498
C 0.14790 -1.71879 -0.98410
H -0.17212 -1.11101 -2.03323
O -2.02627 -1.75062 -0.17466
C -2.57572 -1.01734 -1.07747
C -1.75438 0.44080 -1.26536
O -2.06489 1.22943 -2.27335
N -1.44413 0.78114 -0.08822
N -0.56572 2.00031 -0.00659
C -1.50380 3.01236 0.52767
O -2.40444 2.82404 1.32864
N -1.03266 4.27471 0.69790
C 0.22944 4.67899 -0.01871
C 0.70710 5.82204 -0.24721
C 1.91682 6.29997 -0.76805
C 2.51504 5.32512 -1.56984
C 2.31259 4.08232 -1.36920
C 1.10143 3.61792 -0.75728
C 0.66470 2.30189 -0.60369
O 1.12626 1.25690 -1.52922
H 2.69166 3.09860 -1.93599
H 3.29490 5.57700 -1.93202
H 2.26059 7.22844 -0.97731
H 0.11760 6.80984 0.43830
H -1.46638 4.97436 1.10524
H -1.07808 0.12155 0.62453
H -3.67320 -0.85730 -0.97939
H -2.38502 -1.49724 -2.07855
C -1.41280 -3.57261 1.88304
C -1.10899 -4.99195 2.38615
H 0.03251 -5.17141 2.90426
H -1.05192 -5.77580 1.37926
H -1.74681 -5.33003 3.20235
C -1.19311 -2.60931 2.99816
H -1.35231 -1.53121 2.67215
H -0.23459 -2.62388 3.60849
H -1.72947 -2.78013 3.94696
H -2.30562 -3.46610 1.43707
H 1.22597 -4.29869 1.53845
H 2.91713 -3.52394 -0.36586
H 3.33754 -2.27865 -2.03564
H 2.29050 -0.77274 -2.16968
H 1.96607 -2.25277 -3.12311
*
```

- Energy relative to the best compared isomer or geometry (same formula, charge and spin): 1464.97 kJ/mol

For each record above, in turn, the calculated DFT total energy values are -1239.9379 -1239.4879 hartree.